Entry 1:
Below is a cluster of 15 separate species, C4H36NO16 in total, with properties calculated with the ωB97M-V functional and the def2-TZVPD basis.

XYZ file:
```
57
Properties=species:S:1:pos:R:3
O 0.245 0.384 -1.794
C -0.132 0.206 -0.605
O 0.685 0.385 0.352
C -1.450 -0.616 -0.437
C -2.032 -0.375 0.959
C -2.314 1.123 1.058
N -1.065 -2.010 -0.638
H -2.108 -0.247 -1.229
H -1.308 -0.711 1.692
H -2.929 -0.947 1.174
H -2.830 1.391 1.995
H -1.385 1.664 1.211
H -3.029 1.484 0.334
H -0.685 -2.435 0.201
H -0.338 -2.074 -1.342
H 0.467 4.003 -1.540
H 2.048 3.725 -1.548
O 1.257 3.922 -2.057
H 4.564 -0.625 -1.463
H 4.050 -0.852 -2.894
O 4.346 -0.178 -2.291
H -1.422 1.686 -2.190
H -0.657 3.125 -2.245
O -1.386 2.599 -1.911
H -0.009 -1.926 3.044
H -0.734 -2.418 4.314
O -0.574 -2.621 3.398
H 1.900 0.882 -4.406
H 2.113 -0.135 -3.234
O 1.972 -0.043 -4.175
H 3.740 0.792 0.320
H 4.450 0.206 1.546
O 4.534 0.310 0.602
H 1.780 1.405 1.313
H 1.671 2.563 2.438
O 2.147 1.795 2.138
H -2.368 3.378 -0.659
H -3.906 3.320 -0.850
O -3.224 3.688 -0.287
H -4.553 0.163 0.033
H -4.605 -1.406 -0.088
O -5.023 -0.624 0.304
H -2.931 -2.656 -1.575
H -3.581 -3.193 -0.302
O -3.794 -2.797 -1.153
H 2.690 -1.940 1.285
H 2.805 -3.371 1.136
O 2.252 -2.737 1.611
H 3.640 1.322 -1.289
H 2.111 1.143 -1.256
O 2.826 1.805 -1.200
H 0.359 -0.097 2.284
H 1.243 0.668 3.100
O 0.498 0.042 3.242
H 0.755 -4.122 0.856
H -0.611 -3.754 1.696
O -0.166 -4.268 1.022
```

Properties
total energy: -1432.7015 Eh
HOMO: -6.17 eV
charge: -1
orbital gap: 8.42 eV
energy relative to the best compared isomer or geometry (same formula, charge and spin): 2.614 eV

Entry 2:
Below is a cluster of 14 separate species, C4H37N2O14 in total, with properties calculated with the ωB97M-V functional and the def2-TZVPD basis.

XYZ file:
```
57
Properties=species:S:1:pos:R:3
C -2.225 0.005 -1.450
C -2.190 1.372 -0.725
C -1.896 1.287 0.795
O -0.992 2.262 1.176
N -0.870 -0.489 -1.718
C -0.872 -2.002 -1.744
N -0.734 -2.693 -0.501
H -2.981 -0.565 -0.868
H -2.679 0.297 -2.405
H -1.386 1.965 -1.152
H -3.160 1.848 -0.880
H -2.832 1.460 1.353
H -1.422 0.297 0.994
H -0.147 -0.056 -1.157
H -1.795 -2.256 -2.240
H -0.216 -2.269 -2.576
H -1.520 -2.341 0.045
H 0.139 -2.342 -0.099
H 0.484 -2.324 3.581
H 0.742 -1.417 2.418
O 0.046 -1.527 3.253
H 1.744 0.872 4.174
H 1.160 -0.484 4.650
O 1.846 0.168 4.824
H 2.403 -0.855 1.625
H 1.482 0.441 1.193
O 1.499 -1.021 1.313
H 1.483 1.912 1.954
H -0.028 1.944 1.036
O 1.416 1.510 1.080
H -1.557 -0.723 3.868
H -1.211 -0.826 5.271
O -1.963 -0.534 4.742
H 3.705 -0.446 -1.952
H 4.246 0.244 -3.232
O 3.982 0.419 -2.320
H 1.330 -1.303 -4.055
H -0.164 -1.375 -4.494
O 0.692 -1.793 -4.604
H 0.620 1.118 -3.370
H 0.632 2.612 -3.821
O 0.433 1.715 -4.096
H -3.233 -0.892 2.368
H -1.773 -1.543 2.427
O -2.700 -1.673 2.169
H 2.584 -2.642 -0.857
H 2.371 -1.249 -0.188
O 2.673 -1.695 -1.022
H -1.232 0.970 -4.864
H -1.406 0.064 -3.680
O -1.871 0.343 -4.477
H -0.440 1.363 4.117
H -0.392 2.572 3.189
O 0.082 2.160 3.927
H 2.523 1.525 -1.963
H 1.682 1.951 -0.791
O 1.840 2.192 -1.721
```

Properties
total energy: -1337.5547 Eh
HOMO: -6.31 eV
charge: -1
orbital gap: 8.84 eV
energy relative to the best compared isomer or geometry (same formula, charge and spin): 0.539 eV

Entry 3:
Below is a cluster of 14 separate species, C4H37N2O15 in total, with properties calculated with the ωB97M-V functional and the def2-TZVPD basis.

XYZ file:
```
58
Properties=species:S:1:pos:R:3
N 0.854 -1.279 1.127
C -0.574 -1.644 0.778
C -1.478 -1.117 1.913
O -0.841 -1.371 3.154
C -0.818 -0.818 -0.505
N -1.759 -1.089 -1.411
C -2.726 -2.168 -1.325
O -0.061 0.149 -0.605
H 1.296 -1.822 0.389
H 1.117 -1.668 2.024
H 0.898 -0.258 1.140
H -0.558 -2.717 0.574
H -1.534 -0.033 1.765
H -2.479 -1.539 1.905
H -1.251 -2.131 3.607
H -1.757 -0.457 -2.198
H -3.634 -1.789 -1.801
H -3.026 -2.394 -0.306
H -2.416 -3.062 -1.869
H -3.501 -0.195 0.448
H -4.549 -0.798 1.450
O -4.110 -0.922 0.608
H -0.236 -2.263 -4.344
H 0.794 -1.146 -4.143
O 0.692 -2.101 -4.167
H 4.163 0.496 -2.999
H 3.245 -0.039 -1.895
O 3.365 0.708 -2.500
H 0.474 4.266 -1.347
H 0.092 5.377 -0.416
O 0.378 5.222 -1.322
H 0.828 0.940 -2.316
H 1.139 1.929 -3.349
O 0.367 1.583 -2.881
H -2.147 1.939 -0.425
H -3.564 2.201 -0.072
O -2.780 1.771 0.294
H -0.373 -3.585 5.275
H -0.892 -2.283 5.739
O -1.194 -3.079 5.274
H 4.216 1.193 -0.248
H 3.547 1.911 1.022
O 3.885 1.094 0.650
H 1.742 -2.551 -2.728
H 3.010 -3.097 -2.039
O 2.208 -2.589 -1.871
H 1.902 1.125 2.256
H 0.858 1.948 1.410
O 1.587 1.305 1.372
H 0.113 4.336 2.313
H -1.156 3.513 2.007
O -0.194 3.476 2.018
H 3.736 -0.475 1.470
H 4.143 -1.835 2.057
O 3.377 -1.345 1.737
H -1.602 3.812 -2.423
H -1.077 2.378 -2.318
O -1.741 2.988 -1.953
```

Properties
total energy: -1412.5355 Eh
HOMO: -13.03 eV
charge: +1
orbital gap: 10.73 eV
energy relative to the best compared isomer or geometry (same formula, charge and spin): 0.000 eV

Entry 4:
Below is a cluster of 15 separate species, C4H37NO15S in total, with properties calculated with the ωB97M-V functional and the def2-TZVPD basis.

XYZ file:
```
58
Properties=species:S:1:pos:R:3
O 3.797 -0.081 -1.398
C 4.104 -0.933 -0.584
N 3.677 -0.820 0.709
C 2.901 0.357 1.108
C 1.407 0.061 1.074
S 0.298 1.425 1.181
C 3.279 0.744 2.557
H 4.688 -1.851 -0.710
H 3.996 -1.403 1.464
H 3.320 1.131 0.475
H 1.193 -0.403 0.103
H 1.286 -0.686 1.851
H 0.289 1.792 2.471
H 2.604 1.426 3.084
H 4.215 1.298 2.687
H 3.470 -0.125 3.200
H -4.453 0.963 -0.173
H -5.488 1.390 -1.184
O -5.283 0.684 -0.564
H -2.580 2.283 -1.593
H -2.199 1.547 -2.762
O -2.702 1.401 -1.940
H -3.116 3.694 1.708
H -4.276 3.050 0.983
O -3.893 3.906 1.189
H 0.309 4.508 -0.349
H -0.536 5.765 -0.665
O 0.022 5.101 -1.049
H -4.868 -1.653 -0.379
H -4.529 -1.167 1.008
O -4.398 -1.915 0.415
H -2.593 -0.359 3.237
H -3.594 -1.053 4.018
O -3.559 -0.391 3.302
H -1.993 -1.994 -0.281
H -1.455 -0.635 -0.816
O -1.195 -1.455 -0.379
H 0.368 -3.889 1.731
H 0.289 -4.781 0.364
O 0.132 -3.940 0.804
H 3.087 3.353 -1.088
H 3.874 3.456 0.182
O 3.539 4.014 -0.532
H -1.290 -3.608 -2.349
H -0.692 -3.036 -1.018
O -0.556 -3.701 -1.732
H 2.857 -3.645 -2.108
H 1.494 -3.401 -1.393
O 2.393 -3.715 -1.260
H -0.314 -1.768 -3.940
H 0.285 -2.890 -3.167
O 0.329 -2.484 -4.070
H 0.997 -4.056 3.803
H 1.187 -2.789 2.687
O 1.468 -3.301 3.440
H -1.445 4.621 -2.483
H -2.323 4.197 -3.446
O -1.699 3.749 -2.846
```

Properties
total energy: -1756.0950 Eh
HOMO: -9.55 eV
orbital gap: 9.35 eV
energy relative to the best compared isomer or geometry (same formula, charge and spin): 2.706 eV

Entry 5:
Below is a cluster of 13 separate species, C4H38N3O12 in total, with properties calculated with the ωB97M-V functional and the def2-TZVPD basis.

XYZ file:
```
57
Properties=species:S:1:pos:R:3
N 0.436 0.565 -0.196
C 1.929 0.588 -0.018
C 2.535 1.961 -0.214
C 1.856 3.095 0.542
N 1.969 2.868 2.009
C 2.540 -0.580 -0.905
N 1.820 -1.792 -0.679
H 0.008 -0.310 -0.535
H -0.186 0.857 0.587
H 0.160 1.245 -0.932
H 2.008 0.143 0.996
H 2.593 2.318 -1.243
H 3.498 1.809 0.275
H 0.768 3.092 0.320
H 2.277 4.061 0.228
H 1.759 1.913 2.266
H 2.882 3.155 2.354
H 2.535 -0.207 -1.975
H 3.576 -0.579 -0.574
H 1.238 -2.056 -1.469
H 2.335 -2.590 -0.322
H -0.536 2.542 -2.726
H 0.879 1.820 -2.781
O 0.394 2.640 -2.487
H -1.452 -2.860 -1.951
H -0.734 -3.913 -2.888
O -0.770 -2.985 -2.628
H -0.072 2.037 2.227
H -1.429 1.844 2.825
O -0.987 1.844 1.961
H -2.998 -0.003 2.394
H -3.121 -1.262 3.266
O -2.501 -0.797 2.678
H -1.562 -3.234 0.033
H -2.768 -3.608 0.838
O -2.118 -4.007 0.245
H 2.251 -2.506 2.740
H 1.405 -2.441 4.076
O 1.557 -2.033 3.212
H -4.072 2.173 0.998
H -2.608 2.027 1.393
O -3.435 1.500 1.271
H -1.179 -1.701 -3.826
H -1.878 -0.336 -3.564
O -1.174 -0.750 -4.086
H -0.271 -0.062 3.101
H 1.136 -0.407 3.643
O 0.591 0.340 3.299
H -1.991 -0.755 -1.177
H -2.973 0.262 -0.820
O -2.131 0.229 -1.312
H -1.524 -1.187 1.155
H -0.184 -1.704 0.665
O -1.066 -1.442 0.319
H 0.273 -0.141 -3.545
H 1.703 0.425 -4.046
O 1.140 0.276 -3.283
```

Properties
total energy: -1242.2342 Eh
HOMO (spin up / spin down): -2.36 / -9.49 eV
spin multiplicity: 2
orbital gap (spin up / spin down): 2.61 / 9.65 eV

Entry 6:
Below is a cluster of 14 separate species, C4H38NO13 in total, with properties calculated with the ωB97M-V functional and the def2-TZVPD basis.

XYZ file:
```
56
Properties=species:S:1:pos:R:3
C 0.572 -1.616 -2.371
C 0.507 -2.527 -1.152
C 1.238 -2.106 0.157
C 2.235 -3.112 0.685
N -0.112 -0.341 -2.113
H 1.580 -1.541 -2.905
H 0.024 -2.127 -3.194
H -0.519 -2.762 -0.848
H 0.712 -3.610 -1.239
H 1.632 -1.089 -0.032
H 0.420 -2.095 0.930
H 1.722 -3.989 1.120
H 2.896 -2.692 1.402
H 2.769 -3.615 -0.097
H 0.569 0.419 -2.255
H -0.621 -0.281 -1.256
H -0.796 -0.158 -2.827
H 4.032 2.642 3.918
H 2.510 2.014 3.868
O 3.241 2.456 3.425
H 1.642 -0.230 4.629
H 0.470 0.572 3.785
O 1.045 0.506 4.554
H -0.686 4.478 2.917
H 0.244 3.761 1.896
O -0.702 3.829 2.209
H -1.816 1.691 -1.748
H -1.316 2.903 -2.532
O -1.154 1.978 -2.376
H -1.287 4.432 -0.386
H -1.886 5.516 -1.003
O -1.845 4.494 -1.175
H -2.564 1.727 2.764
H -1.087 2.250 2.511
O -1.636 1.502 2.844
H 2.488 3.689 2.477
H 2.200 3.753 1.082
O 1.865 4.166 1.888
H -2.756 -0.927 -3.727
H -3.240 -1.566 -2.410
O -2.412 -1.327 -2.895
H -1.557 -0.324 1.549
H -2.855 -0.877 0.873
O -1.857 -0.783 0.762
H 3.809 -1.575 -4.321
H 4.995 -1.055 -3.729
O 4.130 -1.347 -3.431
H -5.896 -0.382 1.859
H -5.288 -1.866 2.071
O -5.321 -1.063 1.515
H -5.198 -1.102 -1.028
H -5.503 -1.297 -2.566
O -4.827 -1.089 -1.898
H 4.904 -2.276 -1.256
H 5.590 -3.204 -0.425
O 4.696 -2.832 -0.496
```

Properties
total energy: -1207.8185 Eh
HOMO: -12.83 eV
charge: +1
orbital gap: 10.61 eV
energy relative to the best compared isomer or geometry (same formula, charge and spin): 3.077 eV

Entry 7:
Below is a cluster of 14 separate species, C4H38NO13S in total, with properties calculated with the ωB97M-V functional and the def2-TZVPD basis.

XYZ file:
```
57
Properties=species:S:1:pos:R:3
C 0.201 0.386 1.890
C 0.088 0.716 0.446
C -0.113 2.229 0.360
S -1.879 2.689 0.650
C -2.647 2.591 -0.959
N 0.419 -1.110 2.129
H 1.160 0.883 2.295
H -0.613 0.699 2.568
H -0.781 0.229 -0.013
H 0.965 0.413 -0.171
H 0.180 2.610 -0.613
H 0.428 2.703 1.224
H -2.358 3.281 -1.762
H -3.749 2.657 -0.806
H -2.466 1.594 -1.375
H -0.450 -1.450 2.523
H 0.578 -1.530 1.180
H 1.200 -1.333 2.764
H -1.705 -2.838 0.337
H -2.210 -3.021 1.769
O -1.404 -2.991 1.245
H -2.240 -0.776 -4.576
H -1.323 -0.975 -3.381
O -1.867 -0.269 -3.843
H -0.070 1.022 -3.778
H -0.033 2.504 -3.741
O 0.510 1.749 -3.475
H 3.033 1.202 0.129
H 4.449 1.486 0.591
O 3.730 0.857 0.720
H 3.734 -2.915 0.465
H 2.836 -2.042 -0.358
O 2.894 -2.444 0.526
H 4.315 -0.552 3.327
H 3.488 0.133 2.275
O 3.472 -0.097 3.232
H 1.718 1.981 -2.126
H 3.238 2.006 -1.955
O 2.446 1.573 -1.607
H 1.031 -0.085 5.460
H 2.219 0.202 4.230
O 1.289 -0.093 4.539
H -0.712 -2.328 -2.171
H 0.665 -1.503 -2.577
O -0.116 -1.987 -2.877
H -4.337 -0.122 -1.961
H -2.926 -0.357 -2.511
O -3.564 -0.679 -1.831
H -2.947 -2.667 -1.686
H -1.910 -3.942 -1.360
O -2.076 -3.001 -1.438
H 2.669 -1.298 -2.750
H 2.412 -0.146 -1.870
O 2.371 -1.126 -1.846
H -3.428 0.793 2.898
H -3.176 -0.553 2.349
O -2.727 0.131 2.861
```

Properties
total energy: -1606.0796 Eh
HOMO: -11.02 eV
charge: +1
orbital gap: 8.68 eV
energy relative to the best compared isomer or geometry (same formula, charge and spin): 0.000 eV

Entry 8:
Below is a cluster of 15 separate species, C4H38NO16 in total, with properties calculated with the ωB97M-V functional and the def2-TZVPD basis.

XYZ file:
```
59
Properties=species:S:1:pos:R:3
C 4.141 -0.957 0.401
O 3.536 -1.207 -0.916
C 3.033 -0.534 1.394
C 2.050 -1.675 1.714
C 0.637 -1.298 2.100
O -0.092 -0.845 0.989
N 2.323 0.697 1.041
H 4.756 -1.745 0.791
H 4.900 -0.054 0.258
H 2.616 -1.648 -0.799
H 3.713 -0.155 2.335
H 2.002 -2.467 0.926
H 2.448 -2.259 2.530
H 0.033 -1.977 2.704
H 0.707 -0.443 2.750
H 1.860 1.127 1.833
H 1.582 0.582 0.372
H -0.549 -3.727 1.164
H -0.529 -2.234 0.688
O -0.749 -3.233 0.380
H -2.260 -0.508 2.376
H -3.446 0.414 1.960
O -2.799 0.256 2.633
H -0.854 1.955 -2.263
H -0.847 1.600 -0.689
O -0.587 2.322 -1.417
H -4.444 -1.678 -1.831
H -3.391 -2.870 -1.665
O -4.025 -2.445 -2.229
H 0.417 -2.866 -1.188
H 0.174 -1.510 -0.459
O 0.498 -1.960 -1.333
H -0.279 -1.049 -3.876
H -0.659 -0.902 -2.482
O -0.719 -0.376 -3.303
H -0.449 1.882 3.598
H 0.490 3.062 3.677
O 0.144 2.334 4.233
H 1.415 -0.013 -1.572
H 2.906 0.330 -1.521
O 2.033 0.722 -1.763
H 0.100 2.988 2.073
H 0.743 3.372 0.716
O 0.743 3.587 1.630
H -1.048 4.343 -1.074
H -2.417 3.975 -1.692
O -1.950 4.542 -1.088
H 1.255 0.121 -3.566
H 1.608 -1.310 -3.244
O 1.637 -0.653 -3.914
H -0.560 0.350 1.324
H -1.685 1.491 1.601
O -0.760 1.375 1.739
H -2.761 1.633 -3.691
H -2.417 0.646 -2.579
O -2.743 1.578 -2.705
H -4.273 -0.334 0.146
H -3.123 -1.111 0.414
O -4.086 -1.242 0.369
```

Properties
total energy: -1433.7648 Eh
HOMO: -6.17 eV
charge: -1
orbital gap: 8.35 eV
energy relative to the best compared isomer or geometry (same formula, charge and spin): 5.374 eV

Please write out number 7 again, unchanged.
Below is a cluster of 14 separate species, C4H38NO13S in total, with properties calculated with the ωB97M-V functional and the def2-TZVPD basis.

XYZ file:
```
57
Properties=species:S:1:pos:R:3
C 0.201 0.386 1.890
C 0.088 0.716 0.446
C -0.113 2.229 0.360
S -1.879 2.689 0.650
C -2.647 2.591 -0.959
N 0.419 -1.110 2.129
H 1.160 0.883 2.295
H -0.613 0.699 2.568
H -0.781 0.229 -0.013
H 0.965 0.413 -0.171
H 0.180 2.610 -0.613
H 0.428 2.703 1.224
H -2.358 3.281 -1.762
H -3.749 2.657 -0.806
H -2.466 1.594 -1.375
H -0.450 -1.450 2.523
H 0.578 -1.530 1.180
H 1.200 -1.333 2.764
H -1.705 -2.838 0.337
H -2.210 -3.021 1.769
O -1.404 -2.991 1.245
H -2.240 -0.776 -4.576
H -1.323 -0.975 -3.381
O -1.867 -0.269 -3.843
H -0.070 1.022 -3.778
H -0.033 2.504 -3.741
O 0.510 1.749 -3.475
H 3.033 1.202 0.129
H 4.449 1.486 0.591
O 3.730 0.857 0.720
H 3.734 -2.915 0.465
H 2.836 -2.042 -0.358
O 2.894 -2.444 0.526
H 4.315 -0.552 3.327
H 3.488 0.133 2.275
O 3.472 -0.097 3.232
H 1.718 1.981 -2.126
H 3.238 2.006 -1.955
O 2.446 1.573 -1.607
H 1.031 -0.085 5.460
H 2.219 0.202 4.230
O 1.289 -0.093 4.539
H -0.712 -2.328 -2.171
H 0.665 -1.503 -2.577
O -0.116 -1.987 -2.877
H -4.337 -0.122 -1.961
H -2.926 -0.357 -2.511
O -3.564 -0.679 -1.831
H -2.947 -2.667 -1.686
H -1.910 -3.942 -1.360
O -2.076 -3.001 -1.438
H 2.669 -1.298 -2.750
H 2.412 -0.146 -1.870
O 2.371 -1.126 -1.846
H -3.428 0.793 2.898
H -3.176 -0.553 2.349
O -2.727 0.131 2.861
```

Properties
total energy: -1606.0796 Eh
HOMO: -11.02 eV
charge: +1
orbital gap: 8.68 eV
energy relative to the best compared isomer or geometry (same formula, charge and spin): 0.000 eV

Q: What is the total energy in the fourth record?
A: -1756.0950 Eh

Q: Which value of total energy does entry 7 give?
A: -1606.0796 Eh

Q: Among the records above, which one has the highest total energy?
A: C4H38NO13